Entry from OMol25: a cluster of 3 separate species, C3H11NO3 in total at a distorted geometry (ωB97M-V with the def2-TZVPD basis set).

Output
* frontier orbital gap: 10.4 eV
* SMILES string: CNC(C)=O.O.O
* strongest force on any atom: 2.06 eV Å⁻¹
* E: -401.3757 Eh

Geometry (Å):
H 1.771 1.059 1.842
O -4.224 -1.073 -0.851
H 2.240 -1.292 -0.759
H -2.378 0.874 -0.497
H 1.222 -0.946 2.886
N 1.400 0.323 1.285
O 1.287 1.779 -0.432
H -4.508 -1.992 -0.884
H 2.232 -1.605 1.647
O -1.530 0.422 -0.440
H 0.516 -1.537 1.261
H 2.279 -0.006 -1.849
C 1.305 -1.039 1.809
C 1.623 -0.467 -1.113
H -3.315 -1.189 -1.187
C 1.497 0.646 -0.053
H -0.963 1.087 -0.019
H 0.632 -0.691 -1.483

***

Entry from OMol25: a cluster of 3 separate species, C3H11NO3 in total at a distorted geometry (ωB97M-V with the def2-TZVPD basis set).

Output
* frontier orbital gap: 10.0 eV
* SMILES string: NCCC=O.O.O
* strongest force on any atom: 5.55 eV Å⁻¹
* E: -401.2972 Eh

Geometry (Å):
H 1.259 -0.369 1.194
H 0.729 1.376 1.918
C -0.741 0.307 1.123
H 2.660 2.169 -1.092
O -1.625 0.478 0.282
H -3.477 -0.687 0.298
H 0.380 1.561 -0.937
H -2.616 -1.943 0.160
H -0.970 0.010 2.071
N 2.276 1.923 -0.225
H 2.919 1.693 0.500
O -3.411 -1.679 -0.237
C 1.136 0.984 -0.307
C 0.687 0.566 1.027
H -0.849 -2.364 -1.295
O 0.037 -2.398 -1.584
H 1.456 -0.065 -0.816
H 0.149 -1.564 -2.080

***

Entry from OMol25: a cluster of 3 separate species, C3H11NO3 in total at a distorted geometry (ωB97M-V with the def2-TZVPD basis set).

Output
* frontier orbital gap: 10.5 eV
* SMILES string: CCNC=O.O.O
* strongest force on any atom: 7.32 eV Å⁻¹
* E: -401.3356 Eh

Geometry (Å):
O 1.701 -0.048 -2.138
N 0.606 -0.232 -0.234
O -0.207 2.922 -0.104
H -0.783 0.811 -1.978
H 0.660 0.035 1.703
C 0.576 -0.895 1.208
O -1.560 1.341 -1.896
H -1.341 -1.829 0.941
H 1.477 -1.540 1.323
H -1.792 1.459 -2.770
H -0.049 0.463 -0.354
C 1.613 -0.607 -1.051
H -0.292 2.207 0.542
H -0.404 -2.758 2.079
H -0.941 2.774 -0.677
H 2.409 -1.337 -0.810
H -1.069 -1.064 2.479
C -0.602 -1.702 1.738

***

Entry from OMol25: a cluster of 3 separate species, C3H11NO3 in total at a distorted geometry (ωB97M-V with the def2-TZVPD basis set).

Output
* frontier orbital gap: 9.3 eV
* SMILES string: CNCC=O.O.O
* strongest force on any atom: 2.45 eV Å⁻¹
* E: -401.3160 Eh

Geometry (Å):
C -0.350 -1.103 -0.724
H -2.744 -2.672 -0.402
O -0.018 6.271 0.741
C 0.625 0.085 -0.539
H -3.170 -1.627 1.062
H 0.068 -2.032 -0.328
H 3.870 -1.429 1.222
H 3.983 -2.530 0.028
H 0.926 6.117 0.715
O 3.445 -2.076 0.695
H -1.741 -2.527 1.056
H 1.662 -0.238 -0.356
H -2.276 -0.541 -0.952
O 0.303 1.142 -0.988
N -1.670 -0.856 -0.207
H -0.233 7.160 0.415
H -0.271 -1.159 -1.813
C -2.409 -1.986 0.375

***

Entry from OMol25: a cluster of 3 separate species, C3H11NO3 in total at a distorted geometry (ωB97M-V with the def2-TZVPD basis set).

Output
* frontier orbital gap: 4.6 eV
* strongest force on any atom: 4.42 eV Å⁻¹
* E: -401.0821 Eh

Geometry (Å):
H 1.811 0.280 1.993
H -1.976 -0.195 -0.773
H -0.934 1.654 1.077
H -2.381 2.128 1.103
O 0.412 1.721 1.516
N -0.007 -0.196 -0.844
O -1.876 1.378 0.736
C -1.259 -0.822 -1.250
H 2.105 -2.589 -1.867
C 0.389 -0.567 0.494
H -1.318 -0.697 -2.342
H -0.495 -0.642 1.098
H -1.398 -1.897 -1.043
O 1.352 -2.005 -1.590
H 0.670 -0.418 -1.546
H 1.975 0.977 0.318
C 1.215 0.653 1.111
H 0.820 -1.562 0.466

***

Entry from OMol25: a cluster of 3 separate species, C3H11NO3 in total at a distorted geometry (ωB97M-V with the def2-TZVPD basis set).

Output
* frontier orbital gap: 10.4 eV
* SMILES string: CNC(C)=O.O.O
* strongest force on any atom: 1.91 eV Å⁻¹
* E: -401.3780 Eh

Geometry (Å):
N -0.558 -0.389 -0.769
H -1.102 1.481 1.060
H 2.049 -0.004 -0.806
C -0.181 -1.651 -1.404
O -0.594 1.860 -0.785
C 1.509 0.770 -1.339
H 0.548 -1.022 3.673
H -1.302 -0.307 -0.087
O -1.480 0.949 1.767
H 0.809 -1.584 -1.827
H -0.075 -0.233 2.657
H 1.929 1.720 -1.006
H -0.927 -1.887 -2.168
C 0.004 0.819 -1.054
H -2.391 1.260 1.674
H -0.266 -2.439 -0.654
O 0.381 -0.090 3.491
H 1.646 0.747 -2.423

***

Entry from OMol25: a cluster of 3 separate species, C3H11NO3 in total at a distorted geometry (ωB97M-V with the def2-TZVPD basis set).

Output
* frontier orbital gap: 9.3 eV
* SMILES string: CNCC=O.O.O
* strongest force on any atom: 2.74 eV Å⁻¹
* E: -401.3225 Eh

Geometry (Å):
H -1.182 1.349 -0.625
H 0.882 0.454 -2.892
H 0.315 -1.221 -3.052
H -3.515 -2.340 2.172
O -0.138 0.115 1.639
H 0.516 1.640 -1.144
H 4.046 1.384 2.033
H -4.811 -1.725 2.764
H 1.142 1.540 1.107
O 4.180 0.815 1.289
H 3.871 -0.059 1.495
C -0.146 0.965 -0.605
C 0.286 0.895 0.847
H -0.433 -1.101 -0.751
C 0.036 -0.212 -2.760
N -0.097 -0.320 -1.286
H -0.886 0.162 -3.200
O -4.067 -2.341 2.971

***

Entry from OMol25: a cluster of 3 separate species, C3H11NO3 in total at a distorted geometry (ωB97M-V with the def2-TZVPD basis set).

Output
* frontier orbital gap: 10.2 eV
* SMILES string: CN(C)C=O.O.O
* strongest force on any atom: 3.17 eV Å⁻¹
* E: -401.3569 Eh

Geometry (Å):
H -1.122 -0.890 -0.021
H 0.807 -2.447 -3.467
O -0.044 -2.173 -3.083
H -0.370 1.086 -1.938
O -0.094 1.127 -2.850
C 0.557 -1.099 1.820
H 1.131 1.415 2.699
H -0.071 -1.198 -2.950
H 1.177 -1.361 0.960
H -0.704 1.889 2.541
N -0.099 0.131 1.557
H -0.170 -1.861 1.981
O -1.387 1.134 -0.058
C -0.878 0.098 0.403
H -0.737 1.610 -3.285
H 0.453 2.033 1.090
C 0.263 1.513 2.000
H 1.288 -1.006 2.599

***

Entry from OMol25: a cluster of 2 separate species, C3H11NO3 in total at a distorted geometry (ωB97M-V with the def2-TZVPD basis set).

Output
* frontier orbital gap (alpha / beta): 11.4 / 5.9 eV
* multiplicity: 2
* strongest force on any atom: 4.92 eV Å⁻¹
* E: -400.9578 Eh
* net charge: +1
* <S²>: 0.75

Geometry (Å):
H -1.277 -0.622 -1.778
O 2.496 1.678 -0.370
H -0.125 0.980 -0.175
C -0.456 -0.061 0.062
O -2.813 0.451 -0.502
H 1.102 -1.071 -1.407
C 0.554 -1.073 -0.378
H -0.902 0.589 2.126
H 2.591 1.074 -1.142
H 2.007 0.013 0.673
C -1.655 -0.480 -0.628
H 2.707 2.544 -0.807
H 0.260 -2.110 -0.130
N -0.628 -0.184 1.537
H -1.984 -1.334 0.006
O 1.785 -0.866 0.400
H -2.659 1.404 -0.786
H 0.263 -0.601 2.103

***

Entry from OMol25: a cluster of 3 separate species, C3H11NO3S in total at a distorted geometry (ωB97M-V with the def2-TZVPD basis set).

Output
* frontier orbital gap (alpha / beta): 7.0 / 4.6 eV
* multiplicity: 2
* strongest force on any atom: 2.58 eV Å⁻¹
* E: -799.5346 Eh
* net charge: -1
* <S²>: 0.75

Geometry (Å):
H -2.069 0.791 -1.251
S 2.330 -0.152 2.648
O -0.401 -0.642 -3.015
H 0.245 -2.098 0.921
H -0.630 -0.979 -2.098
O -2.237 1.714 -1.497
O -1.017 -1.586 -0.569
H 2.327 0.464 0.036
H -1.885 2.238 -0.770
H -0.043 0.258 2.671
H -1.204 -1.089 1.391
H -0.287 0.763 0.105
H 1.709 -0.787 -0.772
C -0.438 -1.271 0.611
H 0.946 1.580 1.992
C 0.788 0.497 2.013
C 0.351 0.042 0.629
N 1.466 0.112 -0.368
H 0.050 0.146 -2.675